DFT (wB97M-V/def2-TZVPD) results for 8 unconnected molecules or ions with the total composition C28H63NO11S.

Structure (SMILES): NC(=O)CCC1=C(S)C(=O)OC1=O.CC(C)O.CC(C)O.CC(C)O.CC(C)O.CC(C)O.CC(C)O.CC(C)O
Gap between HOMO and LUMO, eV: 8.748

Each line ends with the Löwdin charge.
Element x y z (Å)
N 1.117 3.855 -1.427  0.171
C 1.295 2.976 -0.370  -0.503
O 1.437 3.383 0.778  0.058
C 1.250 1.499 -0.687  -0.075
C 2.615 0.848 -1.099  -0.083
C 3.749 1.759 -1.434  -0.147
C 4.149 2.185 -2.645  -0.490
S 3.590 1.887 -4.238  0.928
C 5.319 3.103 -2.442  -0.451
O 5.699 3.993 -3.153  0.161
O 5.802 2.835 -1.188  0.137
C 4.676 2.382 -0.461  -0.353
O 4.525 2.611 0.701  0.191
H 1.755 4.639 -1.419  0.113
H 1.070 3.417 -2.335  0.085
H 0.861 1.012 0.196  0.091
H 0.540 1.354 -1.501  0.117
H 2.440 0.251 -1.990  0.099
H 2.913 0.196 -0.282  0.127
H 2.500 1.142 -4.018  -0.122
C -1.189 -2.901 0.597  -0.058
C -0.355 -1.855 1.316  -0.480
C -0.537 -1.951 2.823  -0.045
O -0.704 -0.548 0.844  -0.064
H -2.248 -2.745 0.810  0.056
H -1.051 -2.833 -0.484  0.080
H -0.921 -3.910 0.917  0.082
H 0.700 -1.986 1.066  0.134
H -1.582 -1.779 3.092  0.084
H 0.063 -1.198 3.332  0.059
H -0.245 -2.935 3.193  0.085
H -1.635 -0.409 1.049  0.087
C 4.345 -1.348 -6.084  -0.069
C 3.214 -2.316 -5.786  -0.494
C 2.543 -2.817 -7.055  -0.059
O 2.238 -1.695 -4.935  -0.069
H 3.961 -0.465 -6.606  0.074
H 4.811 -1.009 -5.160  0.064
H 5.110 -1.809 -6.710  0.084
H 3.610 -3.159 -5.222  0.113
H 2.105 -1.983 -7.611  0.081
H 1.738 -3.511 -6.814  0.079
H 3.258 -3.324 -7.705  0.081
H 1.871 -0.955 -5.430  0.070
C 3.711 5.097 3.158  -0.062
C 2.614 6.145 3.087  -0.500
C 1.446 5.792 3.993  -0.065
O 2.176 6.288 1.738  -0.066
H 3.318 4.134 2.819  0.067
H 4.529 5.365 2.490  0.079
H 4.112 4.974 4.166  0.078
H 3.010 7.122 3.372  0.133
H 1.012 4.839 3.681  0.073
H 0.665 6.551 3.924  0.076
H 1.759 5.706 5.035  0.076
H 1.843 5.430 1.437  0.044
C 5.049 -5.821 -3.652  -0.061
C 6.087 -4.741 -3.390  -0.497
C 6.742 -4.913 -2.028  -0.062
O 5.496 -3.445 -3.499  -0.061
H 4.251 -5.769 -2.906  0.083
H 4.593 -5.685 -4.633  0.074
H 5.492 -6.816 -3.611  0.080
H 6.851 -4.774 -4.167  0.138
H 5.993 -4.835 -1.236  0.081
H 7.484 -4.132 -1.860  0.079
H 7.231 -5.883 -1.943  0.080
H 4.812 -3.375 -2.824  0.090
C -5.759 -3.754 0.672  -0.058
C -5.531 -2.841 1.866  -0.489
C -6.766 -2.013 2.183  -0.055
O -4.410 -1.986 1.628  -0.069
H -5.987 -3.162 -0.219  0.082
H -4.864 -4.339 0.461  0.077
H -6.589 -4.439 0.850  0.080
H -5.259 -3.440 2.736  0.139
H -7.016 -1.374 1.334  0.054
H -6.584 -1.366 3.041  0.085
H -7.625 -2.649 2.402  0.084
H -4.620 -1.440 0.862  0.088
C -10.041 1.254 -1.279  -0.063
C -8.657 0.736 -0.919  -0.504
C -8.266 1.118 0.499  -0.068
O -7.687 1.214 -1.850  -0.054
H -10.061 2.346 -1.227  0.081
H -10.304 0.966 -2.297  0.079
H -10.800 0.865 -0.599  0.080
H -8.641 -0.351 -1.020  0.134
H -8.231 2.206 0.607  0.084
H -7.273 0.737 0.735  0.060
H -8.975 0.722 1.227  0.084
H -7.672 2.175 -1.791  0.085
C 0.421 0.931 5.591  -0.055
C -1.091 1.056 5.687  -0.501
C -1.507 2.313 6.435  -0.061
O -1.649 -0.101 6.312  -0.057
H 0.867 0.863 6.588  0.083
H 0.692 0.024 5.052  0.057
H 0.861 1.785 5.078  0.078
H -1.517 1.075 4.682  0.134
H -1.125 2.286 7.460  0.081
H -2.594 2.383 6.488  0.079
H -1.123 3.210 5.951  0.075
H -1.293 -0.150 7.205  0.083

---

DFT (wB97M-V/def2-TZVPD) results for a molecular structure, C28H64ClF2N4O4PSi2.

Gap between HOMO and LUMO, eV: 8.138

Each line ends with the Löwdin charge.
Element x y z (Å)
C 3.635 -1.225 1.455  -0.119
O 4.830 -0.484 1.559  -0.208
C 4.842 0.607 0.638  -0.210
C 4.072 1.792 1.292  -0.173
C 2.943 2.306 0.380  -0.216
C 2.122 3.353 1.171  -0.216
C 0.805 3.749 0.449  -0.202
C -0.319 4.089 1.451  -0.191
C -1.102 5.397 1.129  -0.191
C -2.596 5.192 0.832  -0.209
C -2.864 4.808 -0.652  -0.241
C -2.658 3.303 -0.945  -0.286
Si -4.063 2.187 -0.383  0.448
O -4.905 2.780 0.957  -0.340
Si -6.299 1.965 1.366  0.527
C -6.115 0.107 1.572  -0.252
C -7.393 -0.590 1.001  -0.310
C -7.130 -1.430 -0.251  -0.563
Cl -5.749 -2.546 -0.065  0.625
N -7.055 2.593 2.884  0.070
C -6.139 2.676 3.929  -0.603
O -5.013 2.476 3.871  0.222
F -6.693 2.951 5.096  0.169
C -7.761 3.787 2.694  -0.612
O -7.486 4.831 3.066  0.241
F -8.877 3.598 2.008  0.137
P -5.319 1.673 -2.164  0.569
N -4.809 0.263 -2.729  -0.370
H 3.482 -1.822 2.353  0.089
H 2.759 -0.562 1.370  0.080
H 3.650 -1.839 0.544  0.092
H 5.882 0.856 0.427  0.097
H 4.360 0.288 -0.297  0.116
H 3.652 1.462 2.242  0.113
H 4.796 2.594 1.466  0.111
H 2.262 1.488 0.121  0.104
H 3.331 2.794 -0.519  0.119
H 1.904 2.930 2.158  0.104
H 2.732 4.248 1.327  0.116
H 0.527 2.939 -0.235  0.095
H 1.065 4.601 -0.188  0.106
H 0.116 4.143 2.451  0.100
H -1.047 3.273 1.508  0.097
H -0.612 5.922 0.305  0.100
H -1.031 6.040 2.012  0.104
H -3.093 6.150 1.016  0.108
H -3.061 4.434 1.469  0.094
H -2.091 5.338 -1.223  0.101
H -3.817 5.202 -1.014  0.102
H -2.479 3.182 -2.021  0.080
H -1.755 2.925 -0.459  0.045
H -3.449 0.911 0.043  0.014
H -7.289 2.203 0.303  0.030
H -5.185 -0.309 1.183  0.031
H -6.109 -0.094 2.650  0.083
H -8.153 0.168 0.779  0.084
H -7.805 -1.234 1.780  0.105
H -8.016 -2.040 -0.431  0.073
H -7.006 -0.803 -1.135  0.047
H -6.698 1.521 -1.863  -0.048
H -5.132 2.629 -3.202  -0.026
H -4.042 -0.100 -2.167  -0.072
C 8.389 1.750 2.200  -0.086
C 8.949 0.814 1.139  -0.274
N 10.168 1.300 0.517  -0.199
C 10.535 0.565 -0.682  -0.252
C 10.903 -0.915 -0.533  -0.088
C 11.260 1.615 1.423  -0.249
C 11.770 0.504 2.347  -0.084
H 8.241 2.754 1.798  0.081
H 7.422 1.379 2.543  0.067
H 9.040 1.817 3.072  0.066
H 8.186 0.711 0.362  0.103
H 9.082 -0.185 1.581  0.105
H 11.360 1.086 -1.177  0.111
H 9.697 0.635 -1.383  0.108
H 11.889 -1.045 -0.090  0.054
H 10.935 -1.386 -1.519  0.070
H 10.177 -1.465 0.067  0.067
H 10.948 2.457 2.048  0.100
H 12.098 2.008 0.841  0.114
H 10.959 -0.046 2.825  0.067
H 12.378 0.942 3.143  0.071
H 12.406 -0.205 1.819  0.053
C -5.029 -4.231 -2.962  -0.109
C -3.977 -5.261 -3.349  -0.272
N -3.824 -6.323 -2.370  -0.199
C -2.638 -7.136 -2.580  -0.254
C -2.554 -7.967 -3.865  -0.089
C -5.035 -7.051 -2.031  -0.249
C -5.799 -7.743 -3.166  -0.085
H -4.832 -3.819 -1.972  -0.007
H -5.017 -3.406 -3.676  0.076
H -6.036 -4.653 -2.968  0.067
H -3.021 -4.736 -3.435  0.118
H -4.210 -5.652 -4.351  0.099
H -2.507 -7.801 -1.721  0.110
H -1.770 -6.468 -2.554  0.108
H -3.206 -8.839 -3.826  0.053
H -1.535 -8.340 -3.994  0.069
H -2.804 -7.385 -4.752  0.065
H -5.721 -6.356 -1.538  0.100
H -4.799 -7.789 -1.259  0.114
H -5.910 -7.104 -4.043  0.066
H -6.804 -8.004 -2.824  0.070
H -5.320 -8.672 -3.472  0.053

---

DFT (wB97M-V/def2-TZVPD) results for a molecular structure, C28H64F12N5O6PS2.

Total charge: +2
Gap between HOMO and LUMO, eV: 8.593

Each line ends with the Löwdin charge.
Element x y z (Å)
P 0.491 0.121 0.622  0.476
F -0.560 -0.286 1.761  -0.203
F 0.130 1.728 0.661  -0.106
F 1.808 0.431 1.600  -0.236
F 1.443 0.513 -0.570  -0.170
F 1.080 -1.408 0.551  -0.149
F -0.752 -0.171 -0.391  -0.074
C -2.978 -0.125 0.931  0.047
N -2.833 -1.632 0.460  -0.164
C -2.839 -1.714 -1.092  -0.033
C -1.602 -2.231 1.089  -0.134
C -4.115 -2.363 0.915  -0.078
C -4.367 -2.315 2.435  -0.191
O -3.372 -3.089 3.117  -0.060
H -2.800 -0.096 2.006  0.063
H -3.972 0.248 0.687  0.121
H -2.206 0.452 0.423  0.057
H -1.938 -1.172 -1.379  -0.005
H -3.786 -1.221 -1.311  0.112
H -2.797 -2.773 -1.344  0.092
H -1.616 -3.318 1.007  0.096
H -1.386 -1.969 2.125  0.123
H -0.892 -1.636 0.515  0.034
H -4.003 -3.362 0.493  0.117
H -5.030 -2.082 0.394  0.136
H -5.373 -2.600 2.743  0.130
H -4.297 -1.296 2.814  0.096
H -3.585 -3.338 4.020  0.098
C 1.280 1.662 3.685  0.046
N -0.310 1.792 3.878  -0.244
C -0.800 0.346 3.972  0.008
C -0.720 2.690 5.137  0.059
C -0.959 2.419 2.599  -0.068
C -0.797 3.991 2.433  -0.212
O 0.546 4.426 2.509  -0.032
H 1.758 1.129 4.506  0.115
H 1.621 2.696 3.725  0.092
H 1.554 1.304 2.692  0.010
H -0.245 -0.286 3.279  0.080
H -1.856 0.215 3.733  0.092
H -0.576 0.151 5.021  0.111
H -0.430 2.222 6.078  0.101
H -1.806 2.742 5.060  0.103
H -0.271 3.680 5.060  0.093
H -1.997 2.136 2.770  0.125
H -0.530 1.812 1.802  0.000
H -1.431 4.470 3.179  0.121
H -1.371 4.267 1.548  0.048
H 0.544 5.286 2.934  0.107
C -2.111 5.152 -0.398  -0.069
C -1.646 3.736 -0.754  -0.231
C -1.758 3.415 -2.256  -0.060
N -1.036 2.026 -2.631  -0.175
C 0.441 2.063 -2.322  0.006
C -1.755 0.837 -1.889  -0.069
C -2.346 -0.128 -2.935  -0.151
C -2.438 0.725 -4.235  -0.112
C -1.219 1.677 -4.172  -0.054
H -2.140 5.179 0.692  0.046
H -3.139 5.422 -0.636  0.094
H -1.413 5.900 -0.774  0.098
H -2.270 3.018 -0.222  0.106
H -0.576 3.682 -0.552  0.100
H -1.184 4.145 -2.827  0.128
H -2.749 3.343 -2.704  0.137
H 0.759 1.106 -2.736  0.106
H 0.732 2.207 -1.282  0.074
H 0.862 2.855 -2.943  0.117
H -1.122 0.305 -1.180  -0.184
H -2.573 1.324 -1.357  0.115
H -1.770 -1.052 -2.993  0.101
H -3.346 -0.362 -2.569  0.097
H -2.412 0.065 -5.102  0.122
H -3.396 1.244 -4.269  0.114
H -0.392 1.131 -4.625  0.131
H -1.455 2.620 -4.666  0.124
C 3.792 -2.359 -3.525  -0.088
C 4.673 -1.388 -2.774  -0.171
C 4.154 -1.500 -1.276  -0.086
N 4.521 -0.321 -0.311  -0.173
C 6.035 -0.017 -0.424  0.052
C 4.021 -0.553 1.136  -0.058
C 3.985 0.839 1.755  -0.122
C 3.678 1.808 0.578  -0.118
C 3.708 0.967 -0.713  -0.070
H 3.688 -3.376 -3.148  0.098
H 4.202 -2.480 -4.528  0.097
H 2.799 -1.911 -3.525  0.005
H 4.678 -0.344 -3.086  0.104
H 5.712 -1.684 -2.922  0.106
H 4.579 -2.416 -0.865  0.140
H 3.075 -1.628 -1.180  -0.096
H 6.299 0.802 0.246  0.101
H 6.255 0.286 -1.448  0.098
H 6.505 -0.976 -0.208  0.112
H 4.586 -1.379 1.569  0.150
H 3.010 -0.945 1.028  0.101
H 5.008 0.916 2.123  0.118
H 3.312 1.030 2.592  0.092
H 4.336 2.646 0.349  0.117
H 2.755 2.384 0.624  0.102
H 4.066 1.578 -1.541  0.137
H 2.711 0.595 -0.952  0.034
C -1.498 -6.841 -0.727  -0.616
F -0.753 -7.507 -1.616  0.158
F -2.700 -7.303 -0.689  0.190
F -1.006 -6.864 0.540  0.129
S -1.741 -4.955 -1.326  0.740
O -2.529 -5.039 -2.540  -0.272
O -2.397 -4.303 -0.202  -0.362
N -0.169 -4.415 -1.779  -0.257
S -0.061 -2.946 -1.172  0.781
O -0.971 -2.042 -1.873  -0.381
O -0.103 -2.927 0.309  -0.364
C 1.761 -2.483 -1.679  -0.519
F 2.681 -3.444 -1.357  0.134
F 1.720 -2.242 -2.967  0.144
F 2.017 -1.345 -1.050  0.052

---

DFT (wB97M-V/def2-TZVPD) results for 7 unconnected molecules or ions with the total composition C28H66BN6O14.

Total charge: -1
Gap between HOMO and LUMO, eV: 8.684

Each line ends with the Löwdin charge.
Element x y z (Å)
O -2.214 0.710 3.002  0.098
C -1.250 0.369 2.316  -0.342
O -0.831 1.032 1.263  0.194
B 0.325 0.273 0.634  -0.819
O 0.315 -1.033 1.401  0.193
C -0.411 -0.976 2.474  -0.345
O -0.411 -1.777 3.424  0.084
O 1.632 0.995 0.736  0.209
C 2.057 1.433 -0.480  -0.251
O 3.086 2.080 -0.839  0.070
C 0.926 0.973 -1.445  -0.343
O 0.077 0.252 -0.780  0.220
O 0.880 1.112 -2.708  0.069
C 1.741 -2.395 -1.609  -0.067
C 1.533 -3.833 -1.912  -0.403
C 1.870 -4.824 -0.783  -0.185
O 1.565 -6.080 -1.373  -0.177
C 1.897 -7.209 -0.609  -0.125
N 0.134 -3.960 -2.428  0.047
H 1.504 -1.817 -2.503  0.085
H 2.735 -2.123 -1.254  0.094
H 1.010 -2.086 -0.862  0.057
H 2.143 -3.896 -2.813  0.136
H 1.420 -4.540 0.168  0.110
H 2.860 -4.635 -0.366  0.121
H 1.842 -8.098 -1.237  0.081
H 1.306 -7.399 0.287  0.085
H 2.964 -7.397 -0.494  0.083
H -0.444 -3.806 -1.613  0.029
H 0.134 -4.969 -2.478  0.068
C -1.685 -0.365 6.809  -0.051
C -0.139 -0.459 6.558  -0.380
C 0.730 -0.005 7.750  -0.253
O 0.516 1.285 8.203  -0.176
C 1.560 1.820 9.081  -0.069
N 0.015 -1.894 6.364  0.008
H -1.986 -1.105 7.550  0.067
H -2.216 -0.589 5.884  0.060
H -1.928 0.622 7.203  0.064
H 0.239 0.074 5.686  0.134
H 1.777 -0.034 7.447  0.107
H 0.785 -0.815 8.477  0.115
H 1.468 1.670 10.156  0.079
H 1.510 2.899 8.929  0.079
H 2.529 1.533 8.672  0.079
H -0.352 -2.359 7.182  0.058
H -0.253 -2.370 5.515  0.044
C -1.350 -5.601 1.216  -0.046
C -2.196 -4.289 0.856  -0.359
C -2.936 -3.768 2.044  -0.182
O -3.858 -2.641 1.833  -0.186
C -4.192 -1.905 3.024  -0.112
N -1.197 -3.391 0.197  0.055
H -1.903 -6.510 1.453  0.067
H -0.569 -5.565 1.975  0.074
H -0.787 -5.866 0.321  0.049
H -2.819 -4.532 -0.005  0.137
H -2.242 -3.535 2.852  0.112
H -3.624 -4.529 2.411  0.124
H -4.885 -2.455 3.661  0.077
H -4.773 -1.025 2.748  0.084
H -3.401 -1.467 3.632  0.060
H -1.673 -2.564 -0.135  0.090
H -0.634 -3.151 1.001  0.057
C -3.147 -2.253 -5.973  -0.078
C -1.839 -2.136 -5.209  -0.468
C -1.883 -1.152 -4.078  -0.197
O -2.502 0.107 -4.418  -0.188
C -2.452 1.092 -3.347  -0.086
N -1.403 -3.454 -4.771  0.035
H -3.261 -1.301 -6.492  0.068
H -3.963 -2.325 -5.254  0.075
H -3.276 -2.993 -6.763  0.071
H -1.209 -1.725 -5.997  0.135
H -0.839 -1.006 -3.799  0.119
H -2.499 -1.569 -3.281  0.125
H -2.773 0.692 -2.385  0.081
H -3.192 1.876 -3.504  0.080
H -1.461 1.535 -3.246  0.051
H -2.016 -3.860 -4.079  0.058
H -0.594 -3.327 -4.179  0.009
C -1.493 5.641 1.719  -0.061
C -2.175 4.590 0.839  -0.443
C -1.153 3.956 -0.029  -0.234
O -0.591 4.875 -0.929  -0.188
C -0.025 4.370 -2.206  -0.022
N -2.788 3.717 1.802  0.035
H -0.779 6.290 1.212  0.076
H -0.829 5.108 2.400  0.075
H -2.214 6.171 2.341  0.076
H -3.018 4.989 0.276  0.138
H -1.548 3.129 -0.620  0.121
H -0.326 3.594 0.582  0.128
H 1.011 4.087 -2.020  0.059
H -0.253 5.096 -2.987  0.092
H -0.529 3.451 -2.505  0.053
H -2.238 3.546 2.632  0.062
H -3.027 2.778 1.515  0.060
C 4.487 3.501 -3.820  -0.076
C 4.555 4.765 -2.992  -0.409
C 4.334 6.044 -3.912  -0.115
O 3.443 5.750 -5.018  -0.216
C 3.804 5.623 -6.324  -0.171
N 3.511 4.670 -1.989  0.042
H 5.366 3.540 -4.463  0.068
H 3.608 3.356 -4.449  0.088
H 4.741 2.608 -3.248  0.077
H 5.543 4.881 -2.546  0.126
H 5.273 6.314 -4.394  0.113
H 3.834 6.819 -3.331  0.118
H 2.948 5.580 -6.997  0.087
H 4.275 4.662 -6.532  0.072
H 4.495 6.362 -6.729  0.081
H 2.705 4.691 -2.598  0.039
H 3.436 3.752 -1.573  0.015